DFT (wB97M-V/def2-TZVPD) results for a structure of composition C9H9EuN7OS7Sb.

Structure (XYZ):
```
35
Properties=species:S:1:pos:R:3:mulliken_spin:R:1
Eu -0.421 1.014 -0.994 6.1034
S 0.041 0.680 -3.849 -0.0158
Sb 0.433 2.999 -3.413 -0.0023
S 1.842 2.554 -1.503 -0.0190
S -1.582 3.296 -2.112 -0.0220
O -5.984 -3.127 1.741 -0.0003
C -5.021 -2.544 1.279 0.0002
S -3.670 -1.944 2.238 -0.0004
C -2.724 -1.228 0.925 -0.0014
C -3.260 -1.315 -0.315 0.0000
S -2.597 -0.720 -1.792 -0.0133
S -4.820 -2.141 -0.423 -0.0004
S -1.187 -0.549 1.338 -0.0112
N 1.490 -3.146 -2.067 -0.0001
C 0.569 -2.191 -2.266 -0.0002
N 0.774 -1.234 -1.406 -0.0073
C 1.851 -1.648 -0.689 -0.0039
N 2.330 -2.815 -1.070 0.0001
C 2.396 -0.810 0.373 0.0030
C 3.554 -1.147 1.068 -0.0003
N 4.050 -0.374 2.024 0.0004
C 3.384 0.752 2.274 0.0005
C 2.240 1.103 1.576 -0.0011
N 1.738 0.323 0.627 -0.0022
H 1.619 -4.005 -2.564 -0.0001
H -0.212 -2.207 -3.009 -0.0003
H 4.084 -2.063 0.838 0.0000
H 3.788 1.390 3.051 0.0000
H 1.713 2.034 1.750 -0.0009
N -1.566 2.611 1.024 -0.0013
N -0.335 3.337 0.890 -0.0026
H -2.374 3.220 1.088 0.0005
H -1.518 2.043 1.859 -0.0006
H -0.273 4.103 1.554 0.0003
H -0.352 3.752 -0.045 -0.0016
```

Properties
total charge: -2
spin multiplicity: 7
relative energy (zero: lowest compared OMol25 entry of this formula, charge and spin): 56.76 kJ/mol
molecular weight: 729.41 g mol⁻¹